Model one:
# C6H14O

2 unconnected molecules or ions with the total composition C6H14O (ωB97M-V/def2-TZVPD, the OMol25 dataset).

Each line ends with the Löwdin charge.
Element x y z (Å)
C 1.309 -3.083 1.166  0.026
C 0.621 -2.022 0.732  -0.332
C -0.378 -1.415 1.686  -0.084
C 1.133 -1.307 -0.529  -0.184
C 1.302 0.211 -0.384  -0.244
C -0.049 0.933 -0.256  -0.120
H 1.315 -3.318 2.222  0.061
H 1.946 -3.595 0.463  0.057
H -0.531 -2.147 2.484  0.072
H -0.123 -0.497 2.181  0.066
H -1.342 -1.329 1.201  0.080
H 0.618 -1.493 -1.473  0.112
H 2.128 -1.745 -0.636  0.096
H 1.678 0.558 -1.338  0.095
H 1.960 0.503 0.432  0.112
H -0.839 0.426 -0.794  0.073
H 0.080 1.986 -0.507  0.072
H -0.409 0.898 0.776  0.042
O -3.149 5.719 -2.378  -0.065
H -3.356 5.255 -3.200  0.033
H -3.914 5.462 -1.848  0.032

Structure (SMILES): C=C(C)CCC.O
HOMO: -9.08 eV
Kohn-Sham gap: 9.98 eV
Lowest unoccupied orbital energy: 0.89 eV

Model two:
# C6H14O

A single C6H14O molecule (ωB97M-V/def2-TZVPD, the OMol25 dataset).

Each line ends with the Löwdin charge.
Element x y z (Å)
C -1.646 -1.193 -0.704  -0.119
C -2.251 -0.129 0.212  -0.269
C -1.364 1.092 0.484  -0.220
C 0.002 0.725 1.085  -0.179
C 1.083 0.593 0.020  -0.269
O 2.119 -0.224 0.509  -0.188
C 3.051 -0.541 -0.490  -0.125
H -2.346 -2.023 -0.850  0.070
H -0.726 -1.614 -0.281  0.070
H -1.401 -0.792 -1.695  0.074
H -3.206 0.212 -0.205  0.102
H -2.488 -0.596 1.177  0.107
H -1.221 1.668 -0.444  0.113
H -1.909 1.758 1.164  0.104
H -0.068 -0.236 1.610  0.117
H 0.320 1.461 1.831  0.112
H 0.664 0.152 -0.901  0.105
H 1.471 1.591 -0.256  0.131
H 2.565 -1.053 -1.338  0.089
H 3.794 -1.209 -0.048  0.088
H 3.558 0.358 -0.878  0.089

Structure (SMILES): CCCCCOC
HOMO: -9.79 eV
Kohn-Sham gap: 10.92 eV
Lowest unoccupied orbital energy: 1.13 eV

It is model one that is the least stable of them.

Model one:
# C6H14O

A single C6H14O molecule (ωB97M-V/def2-TZVPD, the OMol25 dataset).

Each line ends with the Löwdin charge.
Element x y z (Å)
C -3.423 0.094 0.488  -0.119
C -2.149 0.104 -0.359  -0.281
C -0.863 0.232 0.459  -0.240
C 0.389 0.115 -0.409  -0.233
C 1.689 0.013 0.386  -0.207
C 2.882 -0.262 -0.513  -0.298
O 4.035 -0.380 0.297  -0.071
H -4.249 -0.386 -0.046  0.066
H -3.743 1.107 0.753  0.069
H -3.273 -0.458 1.423  0.069
H -2.090 -0.826 -0.941  0.105
H -2.199 0.918 -1.094  0.109
H -0.854 1.184 1.010  0.119
H -0.848 -0.563 1.220  0.114
H 0.440 0.970 -1.098  0.119
H 0.290 -0.781 -1.041  0.114
H 1.874 0.935 0.952  0.122
H 1.618 -0.800 1.120  0.120
H 2.700 -1.189 -1.083  0.119
H 2.991 0.555 -1.246  0.120
H 4.783 -0.581 -0.277  0.084

Structure (SMILES): CCCCCCO
HOMO: -10.30 eV
Kohn-Sham gap: 11.31 eV
Lowest unoccupied orbital energy: 1.01 eV

Model two:
# C6H14O

3 unconnected molecules or ions with the total composition C6H14O (ωB97M-V/def2-TZVPD, the OMol25 dataset).

Each line ends with the Löwdin charge.
Element x y z (Å)
C -1.632 0.628 1.772  -0.079
C -1.531 0.318 0.231  -0.209
C -0.071 0.003 -0.136  -0.422
C 0.238 -1.432 0.004  -0.064
C 0.870 0.983 -0.114  -0.139
C 2.310 0.910 0.244  -0.092
H -2.154 1.545 2.015  0.063
H -0.537 0.663 1.898  0.060
H -2.064 -0.204 2.316  0.058
H -2.187 -0.492 -0.070  0.099
H -1.607 1.248 -0.318  0.097
H -0.616 -1.942 -0.452  0.042
H 1.243 -1.810 -0.237  0.056
H 0.001 -1.937 1.647  0.204
H 0.593 1.892 -0.645  0.107
H 3.023 1.088 -0.599  0.089
H 2.419 -0.100 0.639  0.061
H 2.639 1.616 1.019  0.081
H -0.351 -0.655 -2.375  0.001
H -0.090 -0.967 -3.813  0.042
O -0.496 -1.354 -3.027  -0.057

HOMO: -8.55 eV
Kohn-Sham gap: 8.86 eV
Lowest unoccupied orbital energy: 0.31 eV

Model three:
# C6H14O

3 unconnected molecules or ions with the total composition C6H14O (ωB97M-V/def2-TZVPD, the OMol25 dataset).

Each line ends with the Löwdin charge.
Element x y z (Å)
C -0.234 1.536 -0.240  0.007
C 0.646 0.780 -0.899  -0.443
C 2.126 0.911 -0.644  -0.083
C 0.202 -0.180 -1.977  -0.072
H -1.296 1.488 -0.455  0.065
H 0.071 2.231 0.538  0.071
H 2.327 1.351 0.337  0.079
H 2.590 1.555 -1.399  0.084
H 2.642 -0.054 -0.699  0.063
H -0.795 -0.578 -1.767  0.080
H 0.884 -1.032 -2.068  0.074
H 0.172 0.315 -2.953  0.083
C 0.688 -1.650 0.949  -0.159
O -0.291 -2.330 0.775  -0.006
H 1.609 -1.792 0.352  0.078
H 0.739 -0.863 1.726  0.091
C -2.421 -0.333 1.687  -0.050
H -3.118 0.484 1.891  0.023
H -1.983 -0.698 2.619  0.024
H -2.936 -1.159 1.193  0.025
H -1.621 0.019 1.033  -0.035

Structure (SMILES): C=C(C)C.C=O.C
HOMO: -9.43 eV
Kohn-Sham gap: 10.18 eV
Lowest unoccupied orbital energy: 0.76 eV

It is model two that is the least stable of them.

Model one:
# C6H14O

3 unconnected molecules or ions with the total composition C6H14O (ωB97M-V/def2-TZVPD, the OMol25 dataset).

Each line ends with the Löwdin charge.
Element x y z (Å)
C 2.008 -0.271 0.173  -0.348
O 3.006 -0.993 0.267  -0.025
C 0.727 -0.387 0.855  -0.021
C -0.566 0.112 0.098  -0.389
C -1.238 1.357 0.801  -0.040
C -1.527 -0.999 -0.273  -0.261
C -2.551 -0.810 -1.377  -0.100
H 0.469 -1.095 1.640  0.096
H 1.936 0.526 -0.605  0.099
H 6.945 1.130 1.429  0.002
H -0.096 0.706 -1.738  0.252
H 6.380 0.705 1.516  0.002
H -0.143 0.499 -0.849  -0.001
H -1.324 1.327 1.924  0.100
H -2.183 1.597 0.380  0.048
H -0.643 2.306 0.695  0.095
H -2.063 -1.379 0.666  0.144
H -0.897 -1.938 -0.416  0.135
H -1.942 -0.566 -2.357  0.108
H -3.282 -0.076 -1.257  0.045
H -3.015 -1.751 -1.573  0.061

HOMO: -7.46 eV
Kohn-Sham gap: 5.19 eV
Lowest unoccupied orbital energy: -2.27 eV

Model two:
# C6H14O

A molecular structure, C6H14O (ωB97M-V/def2-TZVPD, the OMol25 dataset).

Each line ends with the Löwdin charge.
Element x y z (Å)
C -2.399 1.436 -0.695  -0.135
O -1.353 1.013 0.098  -0.209
C -0.705 -0.010 -0.543  -0.234
C 0.607 -0.359 0.232  -0.574
C 1.339 -1.373 -0.640  -0.076
C 1.443 0.915 0.403  -0.061
C 0.402 -0.987 1.645  -0.049
H -1.851 1.371 -1.830  0.112
H -2.778 2.355 -0.200  0.099
H -3.206 0.686 -0.751  0.083
H -0.777 0.481 -1.820  0.166
H -1.351 -0.896 -0.674  0.123
H 0.733 -2.278 -0.768  0.085
H 2.297 -1.665 -0.196  0.085
H 1.524 -0.940 -1.628  0.083
H 0.945 1.632 1.065  0.083
H 1.585 1.395 -0.570  0.086
H 2.429 0.687 0.828  0.086
H -0.103 -0.308 2.343  0.081
H 1.384 -1.229 2.091  0.086
H -0.165 -1.925 1.610  0.080

HOMO: -9.93 eV
Kohn-Sham gap: 10.83 eV
Lowest unoccupied orbital energy: 0.91 eV

It is model one that is the least stable of them.

Model one:
# C6H14O

2 unconnected molecules or ions with the total composition C6H14O (ωB97M-V/def2-TZVPD, the OMol25 dataset).

Each line ends with the Löwdin charge.
Element x y z (Å)
C -3.694 0.212 0.590  -0.117
C -2.380 -0.502 0.466  -0.172
C -1.204 0.124 0.478  -0.244
O -0.029 -0.552 0.401  -0.113
C 1.117 0.230 0.101  -0.241
C 2.305 -0.716 0.052  -0.239
C 3.629 0.015 -0.160  -0.115
H -3.571 1.296 0.476  0.072
H -4.417 -0.126 -0.164  0.069
H -4.145 0.030 1.573  0.069
H -2.381 -1.587 0.363  0.112
H -1.128 1.215 0.522  0.130
H 1.267 1.002 0.876  0.129
H 0.987 0.743 -0.867  0.117
H 2.133 -1.441 -0.754  0.115
H 2.328 -1.285 0.991  0.116
H 3.843 0.700 0.670  0.073
H 3.624 0.600 -1.087  0.074
H 4.458 -0.697 -0.224  0.070
H -1.576 0.226 -1.872  0.037
H -1.165 0.514 -2.432  0.058

Structure (SMILES): C/C=C/OCCC.[H][H]
HOMO: -8.38 eV
Kohn-Sham gap: 9.57 eV
Lowest unoccupied orbital energy: 1.19 eV

Model two:
# C6H14O

3 unconnected molecules or ions with the total composition C6H14O (ωB97M-V/def2-TZVPD, the OMol25 dataset).

Each line ends with the Löwdin charge.
Element x y z (Å)
C 1.789 -0.614 -1.035  -0.084
C 1.105 0.550 -0.373  -0.451
C 2.105 1.318 0.431  -0.088
C -0.066 0.133 0.460  -0.085
C -1.354 0.227 0.165  -0.463
C -2.493 -0.184 1.044  -0.047
O -1.659 0.900 -0.967  0.045
H 2.633 -0.299 -1.657  0.082
H 1.093 -1.167 -1.654  0.066
H 2.165 -1.304 -0.284  0.081
H 0.759 1.206 -1.165  0.131
H 2.952 1.647 -0.176  0.082
H 2.484 0.701 1.238  0.079
H 1.641 2.181 0.891  0.079
H 0.123 -0.293 1.422  0.113
H -0.917 -2.113 -0.372  0.037
H -1.381 -2.803 -0.676  0.068
H -3.018 0.700 1.421  0.089
H -2.143 -0.766 1.898  0.085
H -3.214 -0.795 0.488  0.079
H -2.604 0.776 -1.100  0.101

HOMO: -8.44 eV
Kohn-Sham gap: 9.34 eV
Lowest unoccupied orbital energy: 0.89 eV

It is model one that is the least stable of them.

Model one:
# CH3NO4

A single CH3NO4 molecule (ωB97M-V/def2-TZVPD, the OMol25 dataset).

Each line ends with the Löwdin charge.
Element x y z (Å)
N 0.539 -0.842 -1.029  0.324
C 0.624 0.037 0.022  -0.826
O -0.738 -0.892 0.455  -0.016
O -2.007 -0.300 0.353  0.050
O 0.056 1.279 -0.157  0.068
O 1.716 -0.083 0.634  0.053
H -1.759 0.641 0.222  0.103
H 0.687 1.912 0.219  0.137
H 0.884 -1.753 -0.719  0.107

HOMO (spin up / spin down): -10.21 / -10.42 eV
Kohn-Sham gap (spin up / spin down): 8.40 / 8.06 eV
Lowest unoccupied orbital energy (spin up / spin down): -1.81 / -2.35 eV

Model two:
# CH3NO4

2 unconnected molecules or ions with the total composition CH3NO4 (ωB97M-V/def2-TZVPD, the OMol25 dataset).

Each line ends with the Löwdin charge.
Element x y z (Å)
O -1.680 -0.812 -1.688  0.093
N -2.149 0.149 -2.216  -0.497
O -2.817 0.245 -3.158  0.158
O -1.757 1.336 -1.694  0.104
H -1.135 1.427 -1.002  0.032
C 0.452 -0.003 0.511  -0.053
O -0.393 0.855 0.363  -0.005
H 1.207 -0.091 1.338  0.103
H 0.663 -0.703 -0.242  0.064

Structure (SMILES): O=[N+]([O-])O.C=O
HOMO: -11.17 eV
Kohn-Sham gap: 11.06 eV
Lowest unoccupied orbital energy: -0.12 eV

It is model one that is the least stable of them.

Model one:
# C4H10S

2 unconnected molecules or ions with the total composition C4H10S (ωB97M-V/def2-TZVPD, the OMol25 dataset).

Each line ends with the Löwdin charge.
Element x y z (Å)
C -1.923 0.260 -0.916  -0.090
C -1.912 -1.067 -0.918  -0.025
H -2.487 0.829 -0.183  0.068
H -1.432 0.783 -1.717  0.020
H -2.398 -1.624 -0.131  0.067
H -1.427 -1.601 -1.724  0.065
C 1.209 -0.064 1.681  -0.118
C 1.586 0.095 0.199  -0.482
S 1.037 1.718 -0.376  1.131
H 0.345 0.547 1.941  0.069
H 2.021 0.319 2.293  0.086
H 1.043 -1.114 1.929  0.099
H 2.659 0.157 -0.014  0.098
H 1.164 -0.622 -0.493  0.074
H 0.514 1.383 -1.571  -0.063

Charge: +1
HOMO (spin up / spin down): -14.43 / -14.25 eV
Kohn-Sham gap (spin up / spin down): 10.55 / 5.38 eV
Lowest unoccupied orbital energy (spin up / spin down): -3.87 / -8.88 eV
Spin multiplicity: 2

Model two:
# C4H10S

2 unconnected molecules or ions with the total composition C4H10S (ωB97M-V/def2-TZVPD, the OMol25 dataset).

Each line ends with the Löwdin charge.
Element x y z (Å)
C -1.600 -0.461 2.390  -0.052
C -1.354 -1.266 1.348  -0.079
H -2.387 0.200 2.541  0.031
H -1.065 -0.543 3.307  0.047
H -2.117 -1.284 0.554  0.071
H -0.650 -2.016 1.597  0.045
C 0.798 0.214 -2.217  -0.151
C 1.050 0.376 -0.715  -0.457
S 0.508 2.099 -0.112  1.128
H -0.293 0.343 -2.532  0.098
H 1.511 0.780 -2.850  0.082
H 0.974 -0.975 -2.504  0.163
H 2.108 0.482 -0.637  0.055
H 0.761 -0.499 -0.101  0.079
H 1.757 2.549 -0.069  -0.060

Charge: +1
HOMO (spin up / spin down): -13.67 / -13.63 eV
Kohn-Sham gap (spin up / spin down): 9.47 / 4.44 eV
Lowest unoccupied orbital energy (spin up / spin down): -4.21 / -9.18 eV
Spin multiplicity: 2

It is model two that is the least stable of them.